Record 1
The following is a quantum chemistry calculation of C30H28HfN5O2S2Si as an isolated structure at a distorted geometry, from the Open Molecules 2025 dataset.

The calculation puts the total energy at -73962.420 eV. The charge is +1. The energy above the lowest of the compared OMol25 structures with the same formula, charge and spin is 25.5 kcal per mole.

Geometry (Å):
Hf -0.47608 -0.01073 0.00658
S -3.03688 3.41467 1.99438
C -2.58818 2.47147 3.38188
C -2.70158 2.80137 4.72368
C -2.28868 1.87787 5.66148
C -1.77528 0.64457 5.26548
C -1.65918 0.31237 3.93268
C -2.04368 1.24107 2.96218
N -1.97148 1.08977 1.59478
C -2.44558 2.14507 0.96788
C -2.44318 2.28897 -0.47482
C -3.30158 3.20057 -1.09692
C -3.26738 3.33667 -2.46932
C -2.36548 2.59497 -3.21702
C -1.51198 1.69467 -2.59272
C -1.52138 1.49997 -1.20872
H -3.10558 3.75607 5.01488
H -2.35858 2.11347 6.71098
H -1.46758 -0.06493 6.01868
H -1.25088 -0.64463 3.65498
H -4.00938 3.77467 -0.51432
H -3.94798 4.01447 -2.95772
H -2.34318 2.70957 -4.29092
H -0.82258 1.12337 -3.20902
N -1.64718 -2.05593 1.44818
N -2.13248 -3.19173 0.76418
C -2.76528 -3.05203 -0.41992
N -3.38708 -4.11633 -0.93502
S -2.77368 -1.58693 -1.22662
H -0.88558 -2.36613 2.08648
H -2.39788 -1.65683 2.02808
H -2.26508 -4.04083 1.30298
H -3.30678 -5.03713 -0.53832
H -3.81128 -4.01093 -1.84042
O 0.59172 -2.36193 3.17148
C 1.08292 -1.27343 2.93698
C 2.21732 -0.58193 3.66548
C 2.35722 0.75737 2.93998
C 1.27812 0.68657 1.89088
O 0.98272 1.53217 1.03268
N 0.60912 -0.47083 1.93788
H 3.11342 -1.20083 3.61658
H 1.94742 -0.47753 4.71668
H 3.32182 0.89657 2.45068
H 2.19232 1.62187 3.58228
C 4.37742 2.38947 -1.58032
C 3.29312 2.16687 -2.41372
C 2.47692 1.07087 -2.20692
C 2.73842 0.15017 -1.19092
C 3.84122 0.38317 -0.37492
C 4.64892 1.49207 -0.56132
Si 1.56692 -1.35443 -0.99472
C 1.47592 -2.05083 -2.77062
C 2.60392 -2.58733 -3.38732
C 2.56862 -2.98553 -4.71202
C 1.39462 -2.86273 -5.43842
C 0.26372 -2.33053 -4.84172
C 0.30892 -1.92243 -3.52052
H 5.00832 3.25537 -1.72212
H 3.09042 2.85137 -3.22392
H 1.63802 0.90607 -2.87432
H 4.07562 -0.32753 0.40858
H 5.49872 1.65437 0.08708
H 2.39452 -2.33533 -0.20322
H 3.52372 -2.67773 -2.82502
H 3.45502 -3.38463 -5.18662
H 1.36212 -3.18483 -6.46832
H -0.64768 -2.22543 -5.41172
H -0.57618 -1.48913 -3.05682

Cartesian forces, eV/Å:
Hf -1.8 -1.0 1.8
S 0.3 -0.4 0.0
C 0.1 -0.3 -0.3
C -0.1 0.0 0.0
C 0.0 0.1 0.0
C 0.0 -0.1 0.0
C 0.1 0.1 -0.1
C -0.2 0.3 0.9
N 0.3 0.1 -1.0
C -0.4 0.3 0.6
C 0.2 0.1 -0.7
C 0.2 -0.3 0.2
C 0.0 0.0 -0.1
C 0.0 -0.1 0.0
C 0.2 -0.1 0.0
C -0.4 0.7 -0.1
H -0.1 0.1 0.1
H 0.0 0.0 0.1
H 0.0 -0.1 0.0
H 0.0 -0.1 0.0
H 0.0 0.0 0.0
H -0.1 0.1 -0.1
H 0.0 0.0 -0.1
H 0.0 0.0 0.0
N 0.2 0.0 -0.1
N -0.2 -0.2 0.0
C 0.4 -0.1 0.4
N 0.1 0.1 0.2
S 0.5 1.1 -0.1
H -0.2 0.1 -0.3
H 0.2 -0.1 -0.3
H 0.0 0.2 0.0
H -0.1 0.0 0.0
H 0.0 -0.1 0.0
O 0.2 0.0 0.3
C -0.1 -0.6 0.1
C 0.0 0.0 0.0
C 0.1 0.2 0.0
C 0.9 -0.2 1.1
O -0.9 -0.2 -1.0
N -0.1 0.8 -0.7
H 0.0 0.0 0.0
H 0.0 0.0 0.0
H 0.0 0.0 0.0
H 0.0 0.0 0.0
C 0.0 0.0 0.0
C 0.0 0.2 0.0
C -0.1 -0.1 0.0
C -0.3 -0.2 0.0
C -0.1 -0.1 0.1
C 0.1 0.0 0.1
Si 1.4 -0.7 -1.3
C -0.2 0.3 0.6
C 0.1 0.0 0.1
C 0.1 0.0 0.0
C -0.1 0.0 0.0
C -0.1 0.0 -0.2
C 0.0 0.1 0.2
H 0.0 0.0 0.0
H -0.1 0.1 -0.1
H 0.0 0.0 -0.1
H 0.1 -0.1 0.1
H 0.1 0.0 0.0
H -0.3 0.2 0.1
H 0.1 0.0 0.0
H 0.0 0.0 0.0
H 0.0 0.0 -0.1
H -0.1 0.0 -0.1
H 0.0 -0.1 -0.1

Atomic partial charges in e from the natural (NBO) method, atoms 1 to 8: 2.17 0.48 -0.24 -0.19 -0.20 -0.19 -0.25 0.19

=====

Record 2
The following is a quantum chemistry calculation of C30H29AsF2N7S2Sn as an isolated structure, from the Open Molecules 2025 dataset.

The calculation puts the total energy at -135790.937 eV. The charge is -1. The energy above the lowest of the compared OMol25 structures with the same formula, charge and spin is 3.2 kcal per mole.

Geometry (Å):
Sn 3.24304 -1.12507 -1.23238
C 2.78200 1.56532 2.04400
N 1.92162 0.41564 2.08879
C 0.64980 0.50930 2.71807
C -0.39672 1.24222 1.90572
N -0.52418 1.23362 0.60850
C -1.62434 2.04414 0.34935
C -2.19207 2.42850 -0.86247
C -3.27931 3.28200 -0.83097
C -3.80062 3.75929 0.37833
C -3.24621 3.39491 1.59269
C -2.15764 2.53396 1.55058
N -1.35987 1.98696 2.53316
C 2.18100 2.62308 1.16456
N 1.49166 3.65271 1.57993
C 0.96613 4.21300 0.42357
C 0.10265 5.29468 0.26086
C -0.31285 5.60747 -1.01965
C 0.12168 4.86806 -2.13006
C 0.98243 3.79495 -1.98992
C 1.39043 3.48243 -0.69843
N 2.19689 2.49073 -0.19161
H 2.95462 2.01124 3.03216
H 3.74463 1.25146 1.63737
H 2.31562 -0.49699 1.93204
H 0.28727 -0.50424 2.91086
H 0.71065 1.01568 3.69589
H -1.77897 2.08291 -1.80120
H -3.73190 3.59987 -1.76191
H -4.65013 4.43030 0.36212
H -3.64226 3.76887 2.52859
H -1.35633 2.22658 3.50774
H -0.23892 5.85776 1.12045
H -0.99510 6.43440 -1.17256
H -0.23395 5.13912 -3.11642
H 1.30979 3.21564 -2.84395
H 2.49694 1.65434 -0.67634
S 5.69337 -1.58485 -0.47899
C 5.46590 -3.00229 0.51030
C 6.66019 -3.73874 0.81176
N 7.63237 -4.30313 1.05895
C 4.28358 -3.41477 1.02883
S 2.73433 -2.64485 0.75353
C 4.23482 -4.56048 1.88598
N 4.15529 -5.47335 2.58322
F 2.49896 -2.60110 -3.78348
C 3.35969 -2.83570 -2.70529
F 2.98394 -4.06405 -2.19950
H 4.35648 -2.97312 -3.13690
C -0.26990 -3.90389 -2.14104
As 0.14303 -2.14048 -1.41180
C -1.19304 -1.12338 -2.41233
C -0.75832 -2.28420 0.35529
C -2.22950 -2.51810 0.31170
C -3.12055 -1.44467 0.27092
C -4.48966 -1.65472 0.20839
C -4.99964 -2.94630 0.18284
C -4.12500 -4.02359 0.22456
C -2.75539 -3.81010 0.29075
H -1.34190 -4.10333 -2.10452
H 0.27730 -4.66074 -1.58073
H 0.07730 -3.93215 -3.17344
H -2.17285 -1.59872 -2.37442
H -0.86173 -1.05296 -3.44847
H -1.25834 -0.12150 -1.98957
H -0.52442 -1.34245 0.84988
H -0.23459 -3.08752 0.87479
H -2.73228 -0.43258 0.28470
H -5.15939 -0.80347 0.17983
H -6.06882 -3.11097 0.13494
H -4.50993 -5.03605 0.21067
H -2.07874 -4.65657 0.33116

Cartesian forces, eV/Å:
Sn 0.1 -0.1 0.0
C 0.0 0.1 0.0
N 0.0 0.0 -0.2
C 0.0 0.0 0.0
C 0.0 0.0 0.0
N -0.1 -0.1 0.1
C 0.1 0.1 0.1
C 0.0 0.0 0.0
C 0.0 0.0 0.0
C 0.0 0.0 0.0
C 0.0 0.0 0.0
C 0.0 0.0 0.0
N 0.0 0.0 0.0
C 0.0 0.0 -0.1
N 0.0 0.0 0.1
C 0.0 0.0 -0.1
C 0.0 0.0 0.0
C 0.0 0.0 0.0
C 0.0 0.0 0.0
C 0.0 0.0 0.0
C 0.0 0.0 0.1
N 0.0 0.0 0.0
H 0.0 0.0 0.0
H 0.0 0.0 0.0
H 0.1 0.0 0.1
H 0.0 0.0 0.0
H 0.0 0.0 0.0
H 0.0 0.0 0.0
H 0.0 0.0 0.0
H 0.0 0.0 0.0
H 0.0 0.0 0.0
H 0.0 0.0 0.0
H 0.0 0.0 0.0
H 0.0 0.0 0.0
H 0.0 0.0 0.0
H 0.0 0.0 0.0
H 0.0 -0.1 0.0
S 0.0 0.0 0.0
C 0.0 0.1 -0.1
C 0.0 0.0 0.1
N 0.0 0.0 0.0
C 0.0 0.1 0.0
S 0.1 0.0 0.0
C 0.0 -0.1 0.0
N 0.0 0.0 0.0
F 0.0 0.0 0.0
C -0.1 0.0 0.1
F 0.0 0.0 -0.1
H 0.0 0.0 0.0
C 0.0 0.0 0.0
As -0.1 0.0 0.0
C 0.0 0.0 0.0
C 0.1 0.0 -0.1
C -0.1 0.0 0.0
C 0.0 0.0 0.0
C 0.0 0.0 0.0
C 0.0 0.0 0.0
C 0.0 0.0 0.0
C 0.0 0.0 0.0
H 0.0 0.0 0.0
H 0.0 0.0 0.0
H 0.0 0.0 0.0
H 0.0 0.0 0.0
H 0.0 0.0 0.0
H 0.0 0.0 0.0
H 0.0 0.0 0.0
H 0.0 0.0 0.0
H 0.0 0.0 0.0
H 0.0 0.0 0.0
H 0.0 0.0 0.0
H 0.0 0.0 0.0
H 0.0 0.0 0.0

Atomic partial charges in e from the Mulliken method, atoms 1 to 8: 0.37 -1.25 0.36 -1.67 0.71 0.17 0.66 -0.45